{"formula": "C73H164F6N3O6P4S2", "method": "ωB97M-V with the def2-TZVPD basis set", "relative_energy_kj_mol": 0.0, "homo_energy_ha": -0.6661, "total_charge": 5, "gap_ha": 0.3522, "lumo_ev": -8.543, "energy_ha": -6254.9961, "species": ["C", "F", "F", "F", "S", "O", "O", "N", "S", "O", "O", "C", "F", "F", "F", "C", "C", "C", "C", "P", "C", "C", "C", "C", "C", "C", "C", "C", "C", "C", "C", "C", "H", "H", "H", "H", "H", "H", "H", "H", "H", "H", "H", "H", "H", "H", "H", "H", "H", "H", "H", "H", "H", "H", "H", "H", "H", "H", "H", "H", "H", "H", "H", "H", "H", "H", "H", "H", "C", "C", "C", "C", "P", "C", "C", "C", "C", "C", "C", "C", "C", "C", "C", "C", "C", "H", "H", "H", "H", "H", "H", "H", "H", "H", "H", "H", "H", "H", "H", "H", "H", "H", "H", "H", "H", "H", "H", "H", "H", "H", "H", "H", "H", "H", "H", "H", "H", "H", "H", "H", "H", "C", "C", "C", "C", "P", "C", "C", "C", "C", "C", "C", "C", "C", "C", "C", "C", "C", "H", "H", "H", "H", "H", "H", "H", "H", "H", "H", "H", "H", "H", "H", "H", "H", "H", "H", "H", "H", "H", "H", "H", "H", "H", "H", "H", "H", "H", "H", "H", "H", "H", "H", "H", "H", "C", "C", "C", "C", "P", "C", "C", "C", "C", "C", "C", "C", "C", "C", "C", "C", "C", "H", "H", "H", "H", "H", "H", "H", "H", "H", "H", "H", "H", "H", "H", "H", "H", "H", "H", "H", "H", "H", "H", "H", "H", "H", "H", "H", "H", "H", "H", "H", "H", "H", "H", "H", "H", "C", "C", "C", "O", "C", "N", "H", "H", "H", "H", "H", "H", "H", "H", "H", "H", "H", "H", "C", "C", "O", "N", "H", "H", "C", "H", "H", "H", "H", "H", "H"], "positions_angstrom": [[-2.2758, -2.2258, -0.3995], [-2.6291, -2.0565, 0.8621], [-1.0039, -2.6329, -0.4419], [-3.0166, -3.1733, -0.9581], [-2.4789, -0.6490, -1.4089], [-1.2684, 0.1087, -1.3309], [-2.8860, -1.0867, -2.7247], [-3.8544, -0.0921, -0.6580], [-3.6231, 1.5029, -0.5630], [-2.7526, 1.8550, 0.5161], [-3.4959, 2.1006, -1.8706], [-5.2939, 2.0583, 0.0190], [-5.5036, 1.6291, 1.2529], [-5.2836, 3.3776, -0.0119], [-6.2790, 1.6225, -0.7755], [3.0993, -9.3973, -3.5261], [3.0125, -7.9297, -3.0842], [3.0618, -7.7581, -1.5641], [2.0396, -8.6329, -0.8400], [1.7044, -8.1380, 0.8586], [0.7727, -6.5648, 0.9415], [-0.4688, -6.5938, 1.8469], [-1.1220, -5.2094, 2.0016], [-2.6190, -5.2346, 1.7392], [0.7474, -9.5020, 1.5578], [1.4717, -10.8564, 1.6886], [2.2463, -11.0684, 2.9742], [2.9512, -12.4259, 3.0421], [3.1839, -7.8388, 1.8552], [2.8866, -7.6215, 3.3414], [4.1688, -7.6566, 4.1851], [4.7468, -6.2271, 4.4010], [3.8232, -9.9155, -2.8947], [3.3444, -9.5513, -4.5729], [2.1228, -9.8739, -3.3936], [2.1432, -7.4392, -3.5291], [3.8810, -7.4437, -3.5371], [2.7787, -6.7057, -1.3992], [4.0920, -7.8452, -1.2172], [2.3116, -9.6900, -0.8896], [1.0917, -8.6238, -1.3931], [0.5935, -6.2057, -0.0746], [1.4575, -5.8787, 1.4423], [-0.0754, -6.9726, 2.7942], [-1.2220, -7.3171, 1.5336], [-0.6683, -4.4417, 1.3655], [-0.8479, -4.8019, 2.9818], [-3.2168, -5.4763, 2.6149], [-2.8157, -5.9586, 0.9424], [-3.0281, -4.3345, 1.2875], [-0.0367, -9.5994, 0.7954], [0.2851, -9.2274, 2.5059], [2.2205, -10.9100, 0.8866], [0.7971, -11.6836, 1.4724], [1.6363, -10.9920, 3.8797], [3.0556, -10.3384, 3.0917], [2.2093, -13.2254, 3.1112], [3.4766, -12.5198, 3.9961], [3.6963, -12.6159, 2.2719], [3.7511, -7.0666, 1.3269], [3.7837, -8.7536, 1.7817], [2.1929, -8.3813, 3.7000], [2.4074, -6.6461, 3.4890], [4.9562, -8.2075, 3.6728], [3.9461, -8.0304, 5.1827], [4.8885, -5.8423, 3.3886], [5.6590, -6.3382, 4.9782], [4.0164, -5.6129, 4.9256], [4.1959, -4.1254, 7.5024], [3.8474, -2.9488, 8.4101], [2.7363, -2.0736, 7.8541], [1.3222, -2.6659, 8.0048], [-0.0495, -1.6458, 7.4035], [-0.2598, -1.9871, 5.6432], [-1.7020, -1.7599, 5.1108], [-1.7255, -1.5892, 3.5919], [-1.0879, -0.2787, 3.1168], [0.3425, 0.0702, 7.6948], [0.5123, 0.5278, 9.1685], [0.9316, 2.0046, 9.2388], [2.4249, 2.1959, 9.4842], [-1.5108, -2.2059, 8.3224], [-1.8421, -3.6907, 8.1726], [-2.2966, -4.3674, 9.4742], [-3.5344, -3.6766, 10.0536], [4.2767, -3.7485, 6.4802], [3.4018, -4.8758, 7.5352], [5.1350, -4.6040, 7.7668], [4.7478, -2.3403, 8.4955], [3.5155, -3.2079, 9.4171], [2.8258, -1.8491, 6.7803], [2.7373, -1.0917, 8.3318], [1.1078, -2.8132, 9.0711], [1.2137, -3.6429, 7.5293], [-0.0647, -3.0593, 5.5490], [0.4310, -1.3967, 5.0411], [-2.1284, -0.8979, 5.6325], [-2.3206, -2.6220, 5.3628], [-2.7621, -1.4757, 3.2757], [-1.1926, -2.4335, 3.1504], [-1.5064, 0.5770, 3.6613], [-1.3650, -0.0082, 2.0935], [-0.0018, -0.2117, 3.2149], [-0.3433, 0.7709, 7.2124], [1.3042, 0.2110, 7.1808], [1.2191, -0.1177, 9.6948], [-0.4488, 0.3397, 9.6565], [0.3816, 2.3814, 10.1042], [0.5989, 2.5900, 8.3818], [2.9996, 2.2089, 8.5581], [2.8492, 1.5847, 10.2783], [2.5540, 3.2054, 9.8899], [-2.3298, -1.5436, 8.0176], [-1.2987, -1.8648, 9.3424], [-0.8875, -4.1740, 7.9235], [-2.5294, -3.9302, 7.3622], [-1.4751, -4.3055, 10.1905], [-2.5346, -5.4110, 9.2711], [-3.2525, -2.6568, 10.3325], [-3.9271, -4.1734, 10.9363], [-4.3361, -3.5718, 9.3193], [-3.2629, 5.9781, -2.7546], [-1.8471, 6.5322, -2.7429], [-1.5004, 7.6279, -3.7531], [-1.4995, 7.2084, -5.2224], [-0.7773, 8.4194, -6.3685], [0.6610, 9.2634, -5.6733], [1.9169, 8.3705, -5.5705], [3.1122, 9.0305, -4.8897], [3.4661, 10.3847, -5.5024], [-2.0116, 9.5758, -6.9544], [-2.5365, 10.5015, -5.8324], [-3.1943, 11.7513, -6.4130], [-3.9666, 12.5507, -5.3917], [-0.2204, 7.4432, -7.8041], [0.5339, 8.3099, -8.7989], [0.5689, 7.7045, -10.2072], [1.1400, 8.6860, -11.2265], [-3.3002, 5.0591, -2.1645], [-3.6758, 5.6985, -3.7285], [-3.9719, 6.6849, -2.3196], [-1.1563, 5.6742, -2.8195], [-1.5698, 6.8364, -1.7287], [-0.4844, 7.9237, -3.4840], [-2.2231, 8.4333, -3.6038], [-2.4298, 6.7921, -5.6195], [-0.8496, 6.3250, -5.3342], [0.4319, 9.6564, -4.6808], [0.8311, 10.0887, -6.3717], [2.1696, 8.0699, -6.5902], [1.5856, 7.4524, -5.0657], [3.9588, 8.3599, -5.0285], [2.8464, 9.1391, -3.8353], [3.7021, 10.2390, -6.5583], [4.3816, 10.7372, -5.0305], [2.6862, 11.1304, -5.3689], [-2.8861, 9.0376, -7.3339], [-1.6580, 10.2150, -7.7644], [-1.6782, 10.7984, -5.2101], [-3.1755, 10.0284, -5.0809], [-3.7954, 11.4597, -7.2781], [-2.3917, 12.3768, -6.8181], [-4.7656, 13.1825, -5.7721], [-3.3533, 13.0568, -4.6484], [-4.5557, 11.8523, -4.7738], [-1.0933, 6.9569, -8.2499], [0.3634, 6.5922, -7.4400], [1.5582, 8.5544, -8.5142], [0.0886, 9.2995, -8.9596], [-0.4019, 7.3491, -10.5551], [1.2602, 6.8553, -10.1980], [0.9345, 8.3591, -12.2501], [2.2283, 8.7331, -11.1988], [0.6794, 9.6756, -11.1960], [-1.1964, 4.6479, 1.1963], [-0.6583, 4.1238, -0.1200], [0.2866, 2.9397, 0.1216], [1.0105, 2.3769, -1.0995], [2.4272, 1.3223, -0.6831], [1.9053, 0.2732, 0.7259], [2.7353, -0.9741, 1.0136], [2.0366, -1.8813, 2.0464], [3.0309, -2.7361, 2.8424], [2.7740, 0.1632, -2.0476], [1.5199, -0.7040, -2.3592], [1.8770, -1.8192, -3.3334], [0.6919, -2.6702, -3.7820], [3.8244, 2.3489, -0.2240], [4.9774, 1.5915, 0.4879], [6.3165, 2.2227, 0.1654], [7.4880, 1.5941, 0.8988], [-1.6771, 3.8851, 1.8134], [-2.0518, 5.3016, 0.9845], [-0.5067, 5.2729, 1.7577], [-0.1061, 4.9620, -0.5724], [-1.3958, 3.9163, -0.8995], [-0.3804, 2.1468, 0.4745], [1.0146, 3.2462, 0.8773], [1.5723, 3.1244, -1.6857], [0.2774, 1.9360, -1.7724], [0.8356, 0.1077, 0.5586], [1.9357, 0.9580, 1.5810], [3.6428, -0.5975, 1.4863], [2.9805, -1.5654, 0.1317], [1.3968, -2.5624, 1.4784], [1.4256, -1.2588, 2.7018], [2.6721, -2.9449, 3.8496], [4.0378, -2.3198, 2.9112], [3.1911, -3.6815, 2.3205], [3.6061, -0.4636, -1.7219], [3.0489, 0.7918, -2.8972], [0.8478, 0.0088, -2.8355], [1.1138, -1.0590, -1.4128], [2.7668, -2.3782, -3.0342], [2.2661, -1.2754, -4.2063], [-0.2519, -2.2074, -3.4901], [0.7563, -3.6777, -3.3626], [0.6472, -2.8650, -4.8538], [3.3774, 3.1553, 0.3671], [4.2001, 2.8242, -1.1379], [4.9186, 0.5591, 0.1417], [4.7513, 1.6628, 1.5538], [6.2813, 3.3060, 0.2905], [6.4735, 2.0586, -0.9076], [7.3155, 1.5098, 1.9749], [8.3807, 2.2026, 0.7692], [7.7012, 0.5832, 0.5494], [-1.9871, 1.7723, -6.1281], [-3.3912, 2.0726, -5.6416], [-4.3027, 2.6207, -6.6981], [-5.5775, 2.7078, -6.1389], [-6.5869, 3.0409, -7.1027], [-4.0194, 0.7883, -5.1103], [-3.5917, 0.5606, -4.2096], [-5.0367, 0.9493, -5.1323], [-3.8419, 0.0314, -5.7756], [-1.5228, 0.8698, -5.7195], [-1.2864, 2.5765, -5.9151], [-1.9830, 1.5868, -7.2058], [-3.3601, 2.6997, -4.7504], [-4.3024, 2.0072, -7.6161], [-3.8957, 3.5669, -7.0860], [-6.6076, 2.3251, -7.9268], [-6.3670, 4.0269, -7.5219], [-7.5344, 3.0978, -6.5800], [-6.2912, -1.7526, 1.1181], [-7.0151, -1.8336, -0.1932], [-8.1699, -2.0484, -0.3098], [-6.2404, -1.4851, -1.4476], [-6.8263, -0.9049, -2.0508], [-5.3738, -0.9368, -1.2072], [-5.8833, -2.7230, -2.2813], [-5.9576, -2.7311, 1.4611], [-7.0034, -1.3078, 1.8097], [-5.4274, -1.0880, 1.0841], [-5.0475, -2.3695, -2.8775], [-6.7224, -2.9316, -2.9360], [-5.6762, -3.5334, -1.5949]], "atomic_forces_ev_per_a": [[0.7, 0.1, -0.4], [-0.1, 0.1, -0.1], [0.0, 0.3, 0.0], [-0.4, -0.1, 0.1], [-1.9, -1.0, -0.1], [-0.2, 0.1, 0.6], [0.2, -0.1, -0.2], [2.2, 0.2, -0.7], [-1.3, 0.7, 0.7], [0.2, 0.2, -0.3], [0.4, 0.0, 0.0], [0.2, 0.2, -0.1], [-0.1, -0.1, 0.1], [0.0, 0.0, 0.1], [0.0, -0.3, -0.1], [-0.8, 0.0, 0.5], [0.7, -0.6, -0.8], [-0.5, 1.2, -0.5], [0.3, -0.1, -0.4], [0.0, -0.4, 0.7], [-0.1, -0.2, 0.0], [0.4, -0.2, 0.0], [0.4, 0.6, 0.3], [-0.4, -0.2, -0.5], [-0.4, -0.2, -0.2], [1.0, 0.3, -0.6], [0.8, -0.4, 0.5], [-0.4, -0.4, 0.8], [0.1, -0.9, -0.6], [0.1, 0.5, 0.0], [0.0, 1.4, 0.3], [-0.8, -1.2, -0.6], [0.1, -0.1, -0.2], [0.2, 0.3, 0.0], [0.1, -0.2, 0.1], [-0.1, -0.1, 0.2], [0.0, 0.3, 0.3], [0.2, -0.1, 0.2], [-0.1, -0.4, 0.2], [0.2, 0.0, 0.4], [-0.1, 0.3, 0.2], [-0.1, 0.0, 0.1], [0.2, 0.2, -0.3], [-0.4, 0.2, 0.2], [0.1, 0.0, -0.2], [0.2, -0.4, -0.5], [-0.4, -0.2, 0.2], [0.0, -0.2, 0.0], [-0.1, -0.3, 0.3], [0.2, 0.4, 0.5], [-0.2, 0.0, 0.3], [-0.1, 0.1, -0.1], [-0.1, -0.2, 0.0], [-0.2, 0.1, 0.3], [-0.3, 0.2, -0.2], [-0.3, 0.3, -0.1], [0.1, -0.1, -0.5], [0.1, 0.2, -0.1], [-0.3, 0.0, -0.3], [0.0, 0.2, 0.4], [0.0, 0.0, -0.2], [0.0, 0.0, -0.1], [-0.1, -0.1, 0.0], [-0.2, -0.5, 0.3], [0.1, -0.6, -0.2], [0.5, 0.5, 0.3], [0.2, 0.5, -0.2], [0.1, 0.1, 0.1], [-0.6, 0.0, 0.2], [0.1, 0.3, -0.3], [-0.9, 0.5, -0.8], [0.1, 0.1, 0.6], [0.0, -0.6, 0.3], [-0.9, -0.3, -0.2], [0.3, 0.1, 0.3], [0.4, 1.2, 0.3], [-0.2, 0.8, 0.1], [0.7, 0.7, 0.1], [-0.6, -0.6, -0.8], [-0.1, -0.6, 1.2], [-0.1, 1.4, 0.1], [-0.4, 1.2, -0.4], [1.2, -0.8, 0.4], [-0.7, 0.6, -0.1], [0.4, 0.4, -0.1], [0.1, -0.1, 0.0], [0.1, -0.1, -0.1], [0.0, 0.0, 0.1], [-0.1, 0.1, 0.2], [0.4, -0.4, 0.1], [0.6, -0.1, 0.0], [0.1, -0.1, 0.2], [0.0, -0.1, 0.0], [0.1, 0.0, 0.0], [0.4, 0.1, -0.2], [0.3, -0.1, 0.2], [-0.2, 0.1, -0.3], [0.0, 0.0, 0.2], [-0.1, -0.8, -0.1], [-0.4, -0.1, -0.3], [0.1, -0.2, 0.3], [0.2, -0.4, -0.2], [-0.2, -0.1, 0.0], [-0.3, -0.3, -0.1], [-0.1, 0.0, -0.1], [0.2, 0.1, -0.1], [0.0, 0.3, 0.1], [0.1, 0.3, -0.1], [-0.1, -0.1, -0.1], [0.2, -0.5, 0.1], [-0.1, -0.5, -0.3], [0.0, 0.0, -0.2], [-0.1, -0.1, 0.0], [0.0, -0.5, 0.1], [-0.2, -0.3, -0.2], [-0.1, 0.4, 0.0], [0.0, -0.2, 0.1], [0.3, -0.1, 0.0], [-0.2, 0.0, 0.2], [0.0, 0.0, 0.0], [0.0, -0.2, 0.0], [-0.4, 0.0, 0.2], [0.5, -1.1, 0.0], [-0.4, -0.3, 0.5], [0.6, -0.9, 0.1], [0.0, -0.7, -0.8], [0.2, 0.0, 0.0], [-0.9, -0.4, -0.6], [-0.7, 0.2, -0.2], [0.4, -0.5, 0.1], [-1.1, 0.5, 0.8], [0.9, 0.4, 0.7], [0.5, 0.2, -0.4], [-1.2, -1.0, 1.1], [0.0, 0.1, 0.6], [-0.2, 0.4, -1.3], [0.9, -0.1, -0.2], [-0.2, -0.1, -0.9], [-0.1, 0.1, 0.1], [0.3, 0.2, -0.2], [0.0, 0.0, 0.0], [0.0, 0.1, -0.7], [-0.4, 0.6, -0.1], [-0.1, 0.5, -0.1], [0.4, 0.3, 0.0], [-0.3, 0.6, 0.1], [0.3, 0.2, 0.1], [-0.2, 0.2, -0.2], [0.0, 0.2, 0.2], [0.2, 0.0, 0.1], [0.4, 0.0, 0.2], [0.1, -0.1, 0.4], [0.4, 0.0, 0.1], [-0.2, 0.2, -0.1], [-0.1, 0.2, 0.0], [0.0, 0.1, -0.1], [0.3, -0.3, -0.2], [0.4, -0.2, 0.0], [0.0, 0.3, -0.1], [-0.3, -0.4, -0.5], [-0.3, 0.1, 0.2], [0.0, 0.0, -0.1], [0.5, 0.4, -0.4], [0.2, 0.3, -0.4], [0.1, -0.1, -0.1], [-0.2, 0.4, -0.1], [0.3, 0.2, 0.0], [0.0, -0.3, 0.3], [-0.4, -0.1, 0.4], [-0.1, 0.0, 0.3], [-0.3, -0.2, 0.0], [-0.1, -0.3, 0.1], [0.0, 0.4, 0.4], [0.2, 0.1, 0.4], [-1.7, 0.3, -0.3], [1.3, 0.7, -0.5], [-0.4, 0.1, -0.2], [0.8, 0.7, -0.5], [-0.9, -1.5, 0.3], [-0.1, 0.8, -0.4], [-0.2, 0.2, 0.9], [0.5, 0.0, -0.4], [0.1, -0.3, -0.3], [-0.4, 0.3, 0.5], [1.2, 0.6, 0.2], [0.4, 0.9, -1.1], [0.1, -0.7, 0.2], [0.0, 0.2, -0.4], [-1.0, 0.7, -0.1], [0.2, -0.4, -0.7], [0.1, 0.0, 0.4], [0.5, -0.2, 0.1], [0.2, 0.2, -0.1], [0.3, -0.3, 0.1], [0.2, -0.2, 0.0], [-0.3, -0.4, 0.4], [0.4, -0.1, 0.4], [-0.2, -0.2, 0.2], [-0.5, 0.4, 0.1], [0.3, -0.4, 0.0], [0.1, -0.3, -0.1], [0.0, -0.2, 0.1], [0.3, -0.3, -0.3], [0.1, 0.2, -0.1], [-0.4, 0.2, 0.3], [0.1, -0.2, -0.1], [0.0, -0.1, 0.0], [-0.2, 0.4, 0.2], [-0.1, -0.2, 0.2], [0.2, 0.1, -0.2], [0.3, -0.3, -0.2], [-0.6, -0.4, 0.1], [-0.3, -0.1, -0.1], [-0.3, -0.3, 0.4], [-0.1, -0.1, -0.1], [-0.1, -0.1, 0.0], [-0.2, 0.1, 0.3], [0.2, 0.4, -0.1], [0.3, 0.0, 0.1], [-0.1, -0.1, 0.0], [0.4, -0.2, 0.3], [0.2, -0.4, 0.1], [-0.1, 0.0, 0.3], [0.1, 0.2, 0.0], [-0.1, 0.2, 0.0], [0.1, -0.1, -0.1], [0.0, 0.0, -0.1], [0.5, -0.3, -0.6], [0.6, -0.5, 0.7], [0.1, 0.2, -0.8], [-0.2, -0.2, 0.0], [0.2, 0.5, -0.1], [0.1, 0.2, -1.1], [-0.4, -0.3, 0.2], [0.1, 0.1, 0.6], [0.1, -0.1, 0.2], [-0.3, 0.1, 0.4], [-0.2, 0.2, -0.1], [0.0, 0.2, 0.0], [-0.2, 0.2, -0.2], [0.0, -0.4, 0.3], [-0.2, 0.2, 0.5], [-0.1, -0.2, 0.1], [0.0, 0.0, 0.0], [0.0, -0.2, 0.0], [0.4, 0.5, -0.2], [-0.6, 0.4, 0.7], [0.0, -0.2, -0.5], [0.4, -0.3, -0.4], [-0.2, 0.1, 0.4], [-0.3, -0.2, -0.1], [-0.2, 1.2, 0.2], [-0.2, -0.1, 0.0], [-0.1, -0.3, 0.2], [0.1, -0.1, -0.2], [0.3, -0.6, 0.0], [-0.1, -0.2, 0.2], [0.2, -0.2, -0.2]]}